# 1
The following is a DFT calculation (ωB97M-V with the def2-TZVPD basis set) of a 4-piece molecular cluster, C22H45BCl6NO9P overall.

The gap between HOMO and LUMO is 0.3407 hartree. For the LUMO energy, the calculation gives 0.36 eV. The total energy comes out at -4724.56293 hartree. The structure (SMILES) is CCCOC[C@@]1(B(O)OC)OC(=O)O[C@]1(CCN)CCP(=O)(OCC)OCC.ClCCCl.ClCCCl.ClCCCl. Its maximum force is 4.8 eV/A.

Positions of all 85 atoms, in Å:
C1 1.109 -2.759 3.236
C2 -0.424 -2.261 3.129
C3 -0.405 -0.922 2.197
O1 -0.649 -1.370 0.842
C4 0.439 -1.074 -0.052
C5 -0.256 -0.779 -1.499
B1 -0.356 0.873 -1.436
O2 -0.583 1.605 -0.220
O3 -0.238 1.555 -2.712
C6 0.650 2.698 -2.628
O4 0.608 -0.931 -2.685
C7 -0.152 -1.468 -3.758
O5 0.187 -1.921 -4.856
O6 -1.512 -1.447 -3.331
C8 -1.572 -1.577 -1.885
C9 -1.663 -3.163 -1.658
C10 -0.263 -3.934 -1.539
N1 0.007 -4.430 -0.133
C11 -2.990 -1.075 -1.269
C12 -3.680 0.080 -2.158
P1 -4.449 1.387 -0.994
O7 -3.484 1.739 0.142
O8 -5.016 2.697 -1.905
C13 -4.041 3.757 -2.052
C14 -3.098 3.648 -3.344
O9 -5.855 0.618 -0.357
C15 -5.800 0.542 1.091
C16 -6.137 1.943 1.831
H1 1.167 -3.892 3.156
H2 1.684 -2.256 2.374
H3 1.533 -2.333 4.207
H4 -1.073 -3.034 2.576
H5 -0.918 -2.051 4.135
H6 -1.296 -0.275 2.532
H7 0.559 -0.336 2.347
H8 1.131 -0.235 0.283
H9 1.117 -1.997 -0.223
H10 -1.038 2.438 -0.501
H11 0.732 3.183 -3.673
H12 0.268 3.536 -1.937
H13 1.698 2.357 -2.349
H14 -2.192 -3.595 -2.589
H15 -2.299 -3.480 -0.762
H16 -0.271 -4.882 -2.193
H17 0.653 -3.334 -1.855
H18 0.945 -4.140 0.182
H19 -0.680 -4.049 0.528
H20 -3.728 -1.962 -1.288
H21 -2.901 -0.780 -0.165
H22 -4.509 -0.338 -2.817
H23 -2.929 0.593 -2.848
H24 -3.370 3.932 -1.150
H25 -4.648 4.732 -2.183
H26 -2.180 4.313 -3.125
H27 -3.585 4.064 -4.304
H28 -2.734 2.598 -3.587
H29 -4.848 0.047 1.500
H30 -6.658 -0.167 1.402
H31 -5.186 2.534 2.091
H32 -6.650 1.662 2.824
H33 -6.809 2.624 1.216
Cl1 2.906 0.090 5.370
C17 4.453 -0.502 4.715
C18 4.800 0.149 3.392
Cl2 3.702 -0.362 2.085
H34 4.391 -1.588 4.624
H35 5.221 -0.266 5.455
H36 5.808 -0.141 3.088
H37 4.764 1.238 3.458
Cl3 4.149 -2.668 -0.390
C19 5.414 -2.071 -1.492
C20 6.803 -2.476 -1.041
Cl4 7.292 -1.648 0.460
H38 5.317 -0.987 -1.565
H39 5.205 -2.498 -2.475
H40 7.534 -2.204 -1.804
H41 6.871 -3.552 -0.870
Cl5 4.828 4.729 1.767
C21 3.070 4.455 1.689
C22 2.730 3.043 1.258
Cl6 3.160 2.736 -0.444
H42 2.641 5.195 1.012
H43 2.676 4.640 2.690
H44 1.654 2.876 1.346
H45 3.241 2.301 1.873

Cartesian forces (eV/Å) of the 3 atoms listed first:
-0.8 0.6 -0.2
0.6 0.5 -1.0
-1.6 -0.9 1.8

Atomic partial charges in e from the Mulliken method, atoms 1 to 2: atom 1 (C): -0.41, atom 2 (C): -0.44

# 2
The following is a DFT calculation (ωB97M-V with the def2-TZVPD basis set) of C22H45Br2Cl32FInOSi as an isolated structure.

Its net charge is -1. The gap between HOMO and LUMO is 0.2228 hartree. For the LUMO energy, the calculation gives 1.44 eV. The total energy comes out at -21394.21644 hartree. Its energy above the lowest of the compared OMol25 structures with the same formula, charge and spin is 0.0 kcal per mole. Its maximum force is 0.6 eV/A.

Positions of all 105 atoms, in Å:
C1 0.056 0.756 0.155
C2 1.202 0.887 1.126
Br1 2.909 0.448 0.392
C3 1.186 1.240 2.405
Br2 -0.566 1.596 3.108
In1 2.966 1.396 3.786
O1 4.373 2.595 2.879
F1 2.338 2.340 5.460
Si1 3.892 -0.947 4.311
C4 5.734 -1.005 3.852
C5 3.650 -1.345 6.155
C6 2.951 -2.255 3.323
H1 0.401 0.506 -0.846
H2 -0.629 -0.027 0.500
H3 -0.512 1.693 0.133
H4 3.921 3.395 2.600
H5 5.932 -0.186 3.153
H6 6.382 -0.869 4.721
H7 5.986 -1.939 3.338
H8 4.540 -1.815 6.589
H9 3.419 -0.434 6.712
H10 2.818 -2.046 6.284
H11 1.937 -1.913 3.098
H12 3.452 -2.514 2.386
H13 2.856 -3.166 3.930
C7 5.688 6.030 3.020
Cl1 6.898 5.153 2.080
Cl2 4.080 5.951 2.290
H14 5.625 5.585 4.006
H15 5.986 7.070 3.068
C8 0.421 -4.152 0.197
Cl3 -0.210 -4.130 1.850
Cl4 1.221 -2.636 -0.248
H16 1.149 -4.951 0.125
H17 -0.415 -4.306 -0.477
C9 -3.004 -2.611 -1.763
Cl5 -2.795 -2.158 -0.072
Cl6 -2.225 -4.154 -2.145
H18 -4.067 -2.690 -1.959
H19 -2.547 -1.849 -2.383
C10 -1.113 -3.334 -6.198
Cl7 -1.487 -2.233 -4.870
Cl8 -0.828 -4.996 -5.662
H20 -1.954 -3.338 -6.880
H21 -0.216 -2.975 -6.684
C11 0.703 1.123 -6.339
Cl9 0.797 1.009 -4.589
Cl10 1.460 -0.269 -7.151
H22 -0.347 1.163 -6.611
H23 1.233 2.011 -6.664
C12 -6.780 -3.109 0.353
Cl11 -6.159 -1.955 -0.828
Cl12 -7.838 -2.325 1.536
H24 -7.353 -3.862 -0.175
H25 -5.942 -3.548 0.882
C13 -3.236 2.108 -4.624
Cl13 -2.634 1.899 -6.285
Cl14 -2.925 0.707 -3.606
H26 -2.726 2.960 -4.189
H27 -4.302 2.278 -4.671
C14 -10.888 -0.691 0.501
Cl15 -10.254 -0.384 -1.124
Cl16 -12.625 -1.017 0.491
H28 -10.364 -1.553 0.894
H29 -10.707 0.188 1.108
C15 5.142 -0.403 -7.778
Cl17 5.820 -0.093 -9.389
Cl18 5.299 -2.097 -7.312
H30 5.679 0.207 -7.061
H31 4.090 -0.148 -7.801
C16 -3.186 3.611 5.985
Cl19 -3.330 2.901 4.381
Cl20 -4.382 2.971 7.130
H32 -2.196 3.386 6.365
H33 -3.341 4.680 5.905
C17 3.032 5.392 -1.157
Cl21 3.066 4.656 -2.768
Cl22 1.799 4.694 -0.111
H34 3.997 5.235 -0.689
H35 2.826 6.449 -1.277
C18 8.488 -2.755 -9.899
Cl23 8.048 -4.458 -9.726
Cl24 10.167 -2.448 -9.433
H36 8.366 -2.474 -10.938
H37 7.841 -2.163 -9.263
C19 7.041 -3.527 7.901
Cl25 7.738 -3.347 6.288
Cl26 5.441 -4.273 7.865
H38 7.698 -4.156 8.489
H39 6.942 -2.543 8.343
C20 -6.309 4.644 -3.168
Cl27 -5.727 4.455 -4.832
Cl28 -5.962 3.218 -2.188
H40 -5.805 5.497 -2.730
H41 -7.381 4.795 -3.200
C21 1.885 -3.471 9.898
Cl29 3.317 -2.461 10.121
Cl30 0.791 -2.838 8.667
H42 2.214 -4.457 9.590
H43 1.352 -3.514 10.839
C22 -12.175 2.340 -2.559
Cl31 -11.362 3.437 -3.687
Cl32 -13.242 3.198 -1.439
H44 -12.774 1.644 -3.134
H45 -11.421 1.820 -1.982

Cartesian forces (eV/Å) of the 3 atoms listed first:
-0.1 0.0 0.3
-0.4 0.0 0.1
0.3 0.0 -0.2

Atomic partial charges in e from the Mulliken method, atoms 1 to 2: atom 1 (C): -1.53, atom 2 (C): 0.95

# 3
The following is a DFT calculation (ωB97M-V with the def2-TZVPD basis set) of a 3-piece molecular cluster, C22H45Br2ClN2OPS overall.

Its net charge is +1. The gap between HOMO and LUMO is 0.3275 hartree. For the LUMO energy, the calculation gives -3.13 eV. The total energy comes out at -7397.50282 hartree. Its maximum force is 0.7 eV/A.

Positions of all 75 atoms, in Å:
C1 5.028 -6.728 0.272
C2 5.013 -5.551 -0.697
C3 4.276 -5.798 -2.036
Cl1 4.321 -7.482 -2.579
P1 2.546 -5.232 -1.970
C4 1.749 -5.646 -3.533
C5 0.264 -6.001 -3.428
S1 0.033 -7.437 -2.332
C6 -1.307 -6.884 -1.369
N1 -1.596 -7.275 -0.175
N2 -2.759 -6.623 0.166
C7 -3.069 -5.878 -0.836
O1 -2.188 -5.987 -1.864
C8 2.558 -3.453 -1.535
Br1 3.916 -2.504 -2.533
C9 1.207 -2.735 -1.583
C10 0.157 -3.394 -0.679
Br2 0.514 -2.441 -3.368
H1 4.021 -7.061 0.520
H2 5.529 -6.422 1.188
H3 5.592 -7.564 -0.127
H4 4.609 -4.668 -0.203
H5 6.041 -5.301 -0.956
H6 4.765 -5.209 -2.806
H7 1.936 -5.936 -0.931
H8 1.904 -4.866 -4.275
H9 2.288 -6.525 -3.893
H10 -0.112 -6.267 -4.412
H11 -0.336 -5.170 -3.078
H12 -3.914 -5.219 -0.920
H13 2.865 -3.408 -0.490
H14 1.391 -1.733 -1.201
H15 -0.509 -4.052 -1.230
H16 -0.468 -2.605 -0.266
H17 0.629 -3.910 0.156
C11 -2.182 2.862 0.574
C12 -2.120 2.532 -0.915
C13 -1.721 1.086 -1.202
C14 -0.329 0.699 -0.700
C15 0.816 1.555 -1.242
C16 0.962 1.476 -2.760
H18 -1.211 2.741 1.057
H19 -2.494 3.895 0.725
H20 -2.899 2.217 1.085
H21 -1.431 3.219 -1.413
H22 -3.101 2.713 -1.360
H23 -1.784 0.906 -2.279
H24 -2.454 0.417 -0.742
H25 -0.147 -0.350 -0.972
H26 -0.311 0.735 0.393
H27 1.750 1.221 -0.778
H28 0.686 2.596 -0.938
H29 1.128 0.440 -3.063
H30 1.808 2.073 -3.101
H31 0.073 1.841 -3.275
C17 -2.364 7.925 6.061
C18 -1.963 8.589 4.747
C19 -2.904 8.263 3.588
C20 -2.979 6.780 3.218
C21 -1.640 6.142 2.850
C22 -0.987 6.766 1.620
H32 -2.349 6.836 5.986
H33 -1.680 8.206 6.863
H34 -3.369 8.229 6.359
H35 -0.938 8.304 4.492
H36 -1.949 9.672 4.887
H37 -2.602 8.844 2.712
H38 -3.911 8.606 3.843
H39 -3.668 6.668 2.375
H40 -3.423 6.220 4.045
H41 -1.805 5.078 2.659
H42 -0.950 6.193 3.697
H43 -1.642 6.685 0.750
H44 -0.049 6.263 1.381
H45 -0.761 7.822 1.774

Cartesian forces (eV/Å) of the 3 atoms listed first:
-0.1 0.2 0.0
0.4 -0.4 -0.1
0.2 0.3 0.4

Atomic partial charges in e from the Mulliken method, atoms 1 to 2: atom 1 (C): -1.33, atom 2 (C): -0.40

# 4
The following is a DFT calculation (ωB97M-V with the def2-TZVPD basis set) of C22H45N2OsP3S as an isolated structure.

Its net charge is +4. The gap between HOMO and LUMO (alpha / beta) is 0.3055 / 0.1764 hartree. For the LUMO energy (alpha / beta), the calculation gives -11.96 / -15.78 eV. The total energy comes out at -2486.11088 hartree. As for the multiplicity: 5. Its maximum force is 3.4 eV/A.

Positions of all 74 atoms, in Å:
Os1 0.176 -0.024 -0.294
P1 2.038 1.185 0.384
P2 -1.331 -0.055 1.540
P3 -0.818 1.797 -1.322
H1 0.758 -3.859 -6.331
C1 0.814 -2.784 -6.557
C2 1.916 -2.046 -6.341
H2 2.703 -2.354 -5.638
C3 3.562 0.211 0.666
C4 1.672 2.086 1.938
C5 2.720 2.450 -0.760
C6 -2.749 -1.152 1.114
C7 -0.963 -0.722 3.216
C8 -2.132 1.521 2.058
C9 -0.298 2.211 -3.046
C10 -0.757 3.490 -0.584
C11 -2.624 1.570 -1.564
H3 -0.078 -2.358 -7.035
H4 2.110 -1.145 -6.930
H5 3.457 -0.795 0.247
H6 3.777 0.135 1.737
H7 4.409 0.703 0.170
H8 1.250 1.413 2.697
H9 0.956 2.897 1.741
H10 2.613 2.513 2.312
H11 3.254 1.937 -1.572
H12 3.435 3.063 -0.192
H13 1.945 3.099 -1.180
H14 -3.526 -1.055 1.885
H15 -2.388 -2.188 1.101
H16 -3.160 -0.895 0.131
H17 -1.796 -0.482 3.894
H18 -0.048 -0.292 3.635
H19 -0.859 -1.813 3.174
H20 -2.911 1.275 2.801
H21 -2.595 2.046 1.214
H22 -1.381 2.179 2.529
H23 -0.914 3.042 -3.414
H24 -0.427 1.358 -3.722
H25 0.752 2.520 -3.083
H26 -1.467 4.130 -1.126
H27 0.239 3.937 -0.667
H28 -1.055 3.469 0.468
H29 -2.958 2.197 -2.401
H30 -3.187 1.852 -0.671
H31 -2.842 0.523 -1.799
C12 0.773 -1.869 -3.039
C13 -0.499 -1.846 -3.651
C14 -1.040 -3.036 -4.132
C15 -0.349 -4.244 -3.977
C16 0.961 -4.253 -3.473
C17 1.535 -3.070 -3.020
S1 1.453 -0.445 -2.346
H32 -0.848 -0.516 -1.442
H33 -1.016 -0.879 -3.770
H34 -1.978 -3.009 -4.698
H35 -0.837 -5.162 -4.317
H36 1.526 -5.188 -3.439
H37 2.560 -3.026 -2.635
C18 0.595 -5.559 -0.645
C19 0.795 -4.289 0.061
C20 1.615 -3.926 1.111
C21 1.416 -2.563 1.345
N1 0.577 -2.079 0.390
N2 0.166 -3.154 -0.325
C22 1.974 -1.779 2.448
H38 1.355 -6.287 -0.343
H39 -0.407 -5.983 -0.469
H40 0.679 -5.419 -1.728
H41 2.277 -4.567 1.670
H42 -0.554 -3.064 -1.051
H43 3.065 -1.757 2.388
H44 1.613 -0.748 2.437
H45 1.688 -2.206 3.422

Cartesian forces (eV/Å) of the 3 atoms listed first:
-0.1 -3.4 -0.2
1.8 1.8 0.4
-2.3 0.6 1.6

Atomic partial charges in e from the Mulliken method, atoms 1 to 2: atom 1 (Os): 0.69, atom 2 (P): 0.93

# 5
The following is a DFT calculation (ωB97M-V with the def2-TZVPD basis set) of C22H45O16Zn as an isolated structure.

Its net charge is +1. The gap between HOMO and LUMO is 0.2149 hartree. For the LUMO energy, the calculation gives -5.33 eV. The total energy comes out at -3848.15830 hartree. Its energy above the lowest of the compared OMol25 structures with the same formula, charge and spin is 35.4 kcal per mole. Its maximum force is 3.3 eV/A.

Positions of all 84 atoms, in Å:
Zn1 -0.355 2.229 3.032
C1 1.538 1.185 0.963
O1 0.308 1.700 1.345
H1 2.276 1.105 1.776
H2 1.550 0.174 0.527
H3 2.039 1.800 0.199
C2 -5.658 -3.341 -1.100
O2 -5.286 -2.101 -0.487
C3 -4.006 -1.822 -0.548
O3 -3.124 -2.580 -0.796
O4 -3.850 -0.554 -0.204
C4 -2.547 -0.047 -0.494
H4 -5.268 -4.136 -0.462
H5 -5.125 -3.447 -2.042
H6 -6.726 -3.399 -1.209
H7 -1.794 -0.554 0.112
H8 -2.485 1.017 -0.294
H9 -2.301 -0.169 -1.550
C5 0.042 -2.458 -1.804
O5 1.212 -3.134 -2.225
C6 2.197 -2.418 -2.775
O6 2.304 -1.234 -2.741
O7 3.089 -3.261 -3.286
C7 4.385 -2.741 -3.658
H10 -0.168 -1.588 -2.422
H11 0.177 -2.145 -0.769
H12 -0.802 -3.131 -1.895
H13 4.341 -1.947 -4.405
H14 4.939 -3.581 -4.050
H15 4.846 -2.252 -2.799
C8 -1.890 3.985 -0.162
O8 -3.154 3.513 0.359
C9 -3.145 3.082 1.555
O9 -2.171 3.021 2.265
O10 -4.286 2.669 1.948
C10 -5.353 2.597 1.012
H16 -1.105 3.289 0.117
H17 -1.768 5.007 0.196
H18 -2.006 4.066 -1.235
H19 -5.098 1.951 0.170
H20 -5.619 3.575 0.625
H21 -6.187 2.131 1.521
C11 0.358 1.236 -2.358
O11 0.009 1.603 -3.684
C12 -1.192 2.045 -3.992
O12 -1.512 2.278 -5.084
O13 -1.981 2.174 -2.906
C13 -3.353 2.489 -3.078
H22 1.386 0.946 -2.243
H23 -0.359 0.531 -1.941
H24 0.243 2.122 -1.704
H25 -3.807 1.809 -3.803
H26 -3.521 3.499 -3.449
H27 -3.848 2.322 -2.126
C14 -1.562 -1.772 2.800
C15 -2.161 -0.469 3.212
O14 -1.446 0.507 3.265
C16 -3.591 -0.420 3.558
H28 -2.310 -2.368 2.275
H29 -1.196 -2.296 3.684
H30 -0.732 -1.610 2.116
H31 -4.168 -0.471 2.625
H32 -3.857 0.530 4.022
H33 -3.939 -1.229 4.197
C17 7.086 0.958 -1.433
C18 5.811 0.725 -2.207
O15 5.791 0.135 -3.220
C19 4.566 1.256 -1.564
H34 7.040 0.250 -0.598
H35 7.222 1.998 -1.160
H36 7.938 0.628 -2.026
H37 4.430 0.885 -0.543
H38 3.688 0.992 -2.145
H39 4.681 2.338 -1.445
C20 4.266 -2.495 5.817
C21 3.716 -2.473 4.424
O16 3.016 -3.363 4.014
C22 3.927 -1.230 3.590
H40 5.320 -2.789 5.753
H41 3.757 -3.147 6.516
H42 4.258 -1.488 6.247
H43 4.799 -0.715 4.021
H44 3.146 -0.479 3.710
H45 4.116 -1.492 2.557

Cartesian forces (eV/Å) of the 3 atoms listed first:
-1.2 -1.1 -2.4
1.8 -0.1 -0.2
-0.5 0.5 1.0

Atomic partial charges in e from the Mulliken method, atoms 1 to 2: atom 1 (Zn): 0.73, atom 2 (C): -0.72

- Among the records above, which one has the highest maximum force?
  C22H45BCl6NO9P

- maximum force of number 3 (C22H45Br2ClN2OPS)?
  0.7 eV/A

- Which of these has the highest maximum force?
  C22H45BCl6NO9P

- Among the records above, which one has the lowest maximum force?
  C22H45Br2Cl32FInOSi